174
Properties=species:S:1:pos:R:3:forces:R:3:lowdin_charge:R:1 method="wB97M-V/def2-TZVPD" smiles=COC[C@H](C)N.COC[C@H](C)N.COC[C@H](C)N.COC[C@H](C)N.COC[C@H](C)N.COC[C@H](C)N.COCCNCCOC.COCCNCCOC.COCCNCCOC largest_force_ev_per_a=2.657 multiplicity=1 gap_ev=9.22 de_lowest_kj_mol=309.5 e_tot_ha=-3062.11344
C 2.429128 1.081197 -6.050402 -0.1 -0.6 0.0 -0.102
O 2.625269 1.089432 -4.658628 0.4 0.3 0.3 -0.191
C 1.760471 0.272251 -3.907097 -0.3 -0.2 0.6 -0.207
C 1.752641 0.683197 -2.418678 0.3 0.1 -1.1 -0.417
C 1.239810 2.088201 -2.246996 -1.3 0.6 0.9 -0.064
N 3.041967 0.566838 -1.764580 -0.3 0.1 0.2 0.082
H 3.012976 1.893924 -6.475391 0.0 0.0 0.0 0.092
H 1.373914 1.184045 -6.314914 0.0 0.2 0.1 0.055
H 2.738714 0.127067 -6.493701 0.2 0.0 0.0 0.088
H 0.750923 0.332093 -4.318935 -0.1 -0.1 0.0 0.086
H 2.047436 -0.789005 -3.872751 0.3 0.0 -0.6 0.115
H 1.068238 -0.058001 -1.992910 -0.1 0.2 0.4 0.124
H 0.199724 2.205227 -2.567894 0.1 -0.2 -0.4 0.034
H 1.817564 2.877806 -2.725363 0.3 -0.3 -0.1 0.084
H 1.155908 2.321006 -1.181424 0.4 0.0 0.0 0.079
H 3.217767 -0.349670 -1.383970 0.3 0.0 -0.2 0.047
H 3.800878 0.903574 -2.338199 0.2 -0.2 0.1 0.036
C -4.181699 8.610011 -2.286746 1.7 -0.3 -0.1 -0.121
O -4.541234 7.413468 -1.633337 -0.9 0.4 0.0 -0.179
C -5.659297 7.631674 -0.792235 -0.7 -1.1 0.9 -0.216
C -5.525199 6.774904 0.483999 -1.0 0.3 -0.3 -0.431
C -5.500206 5.271902 0.246165 0.9 -0.1 -0.9 -0.070
N -6.606181 7.123635 1.403916 1.1 0.6 1.3 0.020
H -3.675471 9.275267 -1.576036 -0.7 0.4 0.1 0.092
H -4.979755 9.075526 -2.865597 -0.1 0.1 0.2 0.091
H -3.346463 8.366024 -2.951857 -0.4 -0.2 -0.3 0.084
H -5.846091 8.682445 -0.562146 0.6 0.1 0.3 0.117
H -6.631611 7.318825 -1.202201 0.2 -0.2 -0.8 0.126
H -4.580743 7.036617 0.966395 -0.1 0.2 0.1 0.137
H -5.141108 4.754907 1.137142 -0.2 0.0 0.1 0.073
H -4.774822 5.055966 -0.546577 0.0 -0.1 0.0 0.064
H -6.455043 4.845901 -0.061258 -0.1 0.2 0.1 0.079
H -6.423323 6.610355 2.254825 -0.5 0.2 0.2 0.067
H -7.590770 7.127153 1.204967 0.1 -0.4 -0.8 0.067
C 4.056831 -5.852511 -3.227023 -1.3 0.4 0.0 -0.108
O 5.208567 -5.062499 -3.081981 0.6 -0.1 -0.4 -0.182
C 5.986380 -5.382268 -1.947441 -0.3 -1.0 1.2 -0.221
C 6.861275 -4.211032 -1.536611 -0.9 -0.4 0.8 -0.421
C 7.934610 -4.551203 -0.504619 0.7 -0.1 -1.4 -0.063
N 6.019832 -3.153025 -0.875281 1.0 -0.2 -1.6 0.059
H 4.099447 -6.836654 -2.758042 0.2 0.2 0.3 0.092
H 3.708396 -6.040883 -4.247547 1.0 0.2 -0.4 0.086
H 3.222422 -5.240992 -2.861004 -0.1 -0.5 0.6 0.066
H 5.352972 -5.685004 -1.097906 -0.4 0.7 0.1 0.127
H 6.511441 -6.343366 -2.050313 0.6 0.3 -0.7 0.127
H 7.275209 -3.805494 -2.467002 0.4 -0.1 0.1 0.139
H 7.572723 -4.916770 0.452134 -0.3 -0.2 -0.2 0.082
H 8.546771 -3.668781 -0.305111 -0.2 0.1 0.1 0.073
H 8.618786 -5.239603 -1.011091 0.0 -0.3 0.5 0.080
H 6.757390 -2.450297 -0.957953 -0.7 0.8 0.8 0.047
H 5.414643 -2.870868 -1.645244 -0.5 0.2 0.2 0.031
C 1.006640 -0.528604 5.985043 0.1 0.2 2.5 -0.152
O 1.975637 -0.637101 4.998833 -0.1 0.1 -0.8 -0.170
C 1.735532 -1.715520 4.099800 0.5 -0.1 0.3 -0.201
C 2.986574 -2.037448 3.306355 0.1 -0.3 -1.8 -0.393
C 3.340566 -0.964957 2.244504 0.8 0.5 1.3 -0.058
N 2.774075 -3.286630 2.514925 0.1 0.1 0.3 0.039
H -0.009000 -0.888598 5.807169 0.0 0.3 -0.8 0.080
H 1.000683 0.469458 6.435170 -0.3 0.4 -1.0 0.086
H 1.283018 -1.042329 6.926340 0.3 -0.7 -0.4 0.085
H 1.454289 -2.580312 4.705666 -0.2 -0.2 -0.3 0.124
H 0.962174 -1.451449 3.369156 -0.3 -0.1 0.2 0.121
H 3.827240 -2.237836 3.972428 -0.1 0.3 0.1 0.138
H 3.442147 0.011732 2.729651 -0.2 0.1 -0.3 0.076
H 2.655243 -0.925997 1.399536 -0.4 0.0 0.3 0.062
H 4.316264 -1.196453 1.809437 0.0 -0.1 0.1 0.071
H 3.688673 -3.524209 2.138917 0.1 -0.3 0.3 0.061
H 2.301671 -2.994148 1.662838 -0.5 -0.2 0.2 0.015
C -1.333914 4.110390 -4.239426 -0.6 -0.1 0.1 -0.097
O -1.924491 3.113981 -5.047992 -0.4 -0.1 -0.1 -0.187
C -1.198386 1.893614 -5.085604 -1.0 0.4 0.0 -0.212
C -1.988537 0.904092 -5.915540 -0.7 -0.8 -0.8 -0.419
C -3.332918 0.493389 -5.297865 -0.3 1.5 -0.4 -0.045
N -1.224042 -0.327273 -6.144322 1.1 -0.2 -0.1 0.034
H -1.843600 5.055194 -4.429229 0.1 0.0 -0.4 0.087
H -0.268918 4.204134 -4.462400 0.1 0.0 0.3 0.090
H -1.549983 3.912548 -3.184613 0.5 -0.2 0.1 0.072
H -0.245039 2.144916 -5.551613 0.4 -0.5 0.4 0.112
H -1.152261 1.438096 -4.091438 0.6 0.2 0.2 0.106
H -2.176569 1.342615 -6.901842 -0.3 0.4 0.2 0.138
H -3.993726 1.361346 -5.205785 0.2 0.2 -0.2 0.081
H -3.294239 0.135637 -4.271325 0.4 -0.7 -0.3 0.051
H -3.830098 -0.144004 -6.028105 -0.1 -0.5 0.4 0.079
H -0.632170 -0.240056 -6.964586 0.2 0.2 0.2 0.070
H -1.774574 -1.144983 -6.371205 -0.5 0.2 0.4 0.066
C -7.692867 -6.168019 3.199950 -1.2 1.3 0.6 -0.152
O -6.398592 -6.508906 2.860621 0.2 -0.3 -0.4 -0.213
C -5.443068 -5.425525 2.893019 -0.8 -2.3 -0.1 -0.163
C -4.130809 -6.097150 2.434474 0.9 1.8 0.1 -0.415
C -3.706994 -7.250054 3.309001 -0.5 -1.2 0.3 -0.070
N -3.045385 -5.085000 2.491078 0.0 -0.2 0.3 0.031
H -8.348868 -6.998672 3.467246 0.6 -0.5 -0.2 0.086
H -8.243965 -5.613490 2.425024 0.3 0.0 -0.2 0.085
H -7.717041 -5.504895 4.079881 0.1 0.0 0.0 0.085
H -5.793628 -4.635318 2.226705 0.3 0.2 0.0 0.125
H -5.419161 -5.098998 3.936758 0.4 0.4 0.0 0.126
H -4.214625 -6.420303 1.397207 -0.3 -0.1 0.0 0.139
H -4.579844 -7.893321 3.439583 0.0 0.1 0.4 0.074
H -3.302801 -6.968185 4.284036 -0.4 0.4 0.1 0.081
H -2.947590 -7.930332 2.919262 0.1 0.5 -0.6 0.078
H -3.234118 -4.219920 1.993987 -0.3 -0.1 -0.2 0.050
H -3.000536 -4.826251 3.473012 0.4 0.2 -0.1 0.066
C -2.689815 2.063597 -1.235531 -0.8 0.2 0.7 -0.101
O -3.082286 0.816955 -0.723100 0.6 -0.6 1.8 -0.194
C -2.599233 -0.338945 -1.386341 -0.4 1.4 -1.7 -0.226
C -2.803560 -1.603609 -0.640217 -1.2 -0.6 1.2 -0.214
N -2.022328 -1.811434 0.576383 0.4 0.1 0.5 -0.053
C -1.075215 -2.924596 0.547520 -1.3 -0.4 -2.3 -0.170
C -0.076793 -2.872111 -0.662592 -0.1 -0.6 1.6 -0.175
O 1.213174 -2.716256 -0.087664 0.3 -0.2 -1.1 -0.212
C 2.248435 -3.126729 -0.947660 1.6 0.3 -0.1 -0.119
H -3.035430 2.115271 -2.272269 0.4 0.5 -0.1 0.088
H -1.656065 2.370266 -1.040202 0.3 -0.7 -0.6 0.081
H -3.221615 2.775471 -0.599228 -0.4 0.1 -0.4 0.084
H -1.567543 -0.175036 -1.726483 0.1 -0.1 0.1 0.116
H -3.263122 -0.351362 -2.264621 0.5 -0.6 -0.3 0.110
H -2.780179 -2.469313 -1.306300 0.7 0.1 -0.2 0.128
H -3.865577 -1.628026 -0.355301 -0.1 0.3 0.1 0.121
H -1.604830 -0.938690 0.869964 0.1 0.0 0.0 0.083
H -1.712149 -3.783300 0.309393 0.0 -0.1 0.1 0.090
H -0.669870 -3.217121 1.512653 0.5 0.6 0.0 0.117
H -0.356284 -2.095821 -1.380341 0.3 0.4 0.2 0.101
H -0.125401 -3.807937 -1.228855 0.2 -0.2 0.1 0.119
H 3.202784 -3.147961 -0.412081 -0.2 0.1 0.5 0.071
H 2.483391 -2.433304 -1.765342 -0.6 0.2 -0.2 0.074
H 2.193127 -4.128265 -1.380671 -0.8 -0.1 0.1 0.074
C -7.336653 3.135828 9.162043 0.2 0.8 -0.3 -0.106
O -6.355609 3.511970 8.195874 -0.5 -1.6 0.0 -0.191
C -5.147421 2.795625 8.369141 1.4 1.4 0.0 -0.229
C -4.180902 3.296944 7.257674 -0.8 -0.9 0.6 -0.186
N -4.197360 2.373632 6.124324 0.3 0.7 -0.2 -0.062
C -3.470837 1.116391 6.261899 -0.3 0.3 1.0 -0.226
C -3.301675 0.518601 4.905372 -1.2 -0.7 -0.5 -0.262
O -2.659837 1.378754 4.013161 1.2 0.3 -0.2 -0.179
C -2.226714 0.740096 2.822017 -1.7 0.4 -0.7 -0.102
H -7.095158 3.660317 10.090241 -0.2 -0.1 0.2 0.084
H -7.418643 2.067006 9.367386 0.3 -0.1 -0.2 0.084
H -8.289548 3.478622 8.764140 -0.1 0.1 0.2 0.084
H -5.143661 1.701661 8.360642 -0.9 -0.1 -0.3 0.110
H -4.766413 3.059932 9.364661 0.2 0.0 0.0 0.115
H -3.184838 3.484824 7.673899 0.2 -0.1 0.0 0.109
H -4.599721 4.242961 6.919751 0.1 0.1 0.0 0.116
H -3.807761 2.880887 5.338475 0.0 -0.2 -0.2 0.101
H -4.113350 0.411516 6.802005 0.1 0.0 0.1 0.112
H -2.566346 1.206002 6.880169 0.3 0.1 -0.3 0.120
H -4.348157 0.386691 4.578273 0.1 -0.1 -0.3 0.130
H -2.878948 -0.493156 4.921368 0.4 0.2 0.1 0.123
H -3.105622 0.308831 2.325716 0.0 -0.8 0.3 0.086
H -1.441063 -0.000352 2.956101 0.1 0.0 0.2 0.077
H -2.012219 1.473366 2.043351 0.8 0.4 0.5 0.085
C 5.057234 -1.668259 -4.065611 -0.7 0.0 0.3 -0.115
O 6.395791 -1.440163 -4.426946 0.5 -0.1 -0.6 -0.175
C 6.798799 -0.095349 -4.203036 -1.5 0.0 0.9 -0.178
C 7.137126 0.137048 -2.723395 1.9 0.6 1.0 -0.207
N 6.274021 0.904221 -1.835414 -1.2 0.2 -0.7 -0.058
C 5.996045 2.275186 -2.309984 1.2 -0.6 0.3 -0.187
C 7.246798 3.163634 -2.366813 -1.0 0.6 -0.6 -0.247
O 7.588814 3.546265 -1.069947 0.2 -0.1 1.1 -0.189
C 8.948848 3.880233 -0.861041 -0.2 -0.6 -0.2 -0.097
H 4.794517 -2.712596 -4.225969 0.4 -0.1 0.2 0.086
H 4.304926 -1.105523 -4.633196 0.4 0.4 -0.3 0.075
H 4.866966 -1.391653 -3.022676 0.1 -0.1 0.1 0.064
H 5.940863 0.510431 -4.517157 0.1 0.4 0.1 0.109
H 7.640419 0.217031 -4.815870 0.1 -0.7 -0.2 0.123
H 8.128205 0.619518 -2.646573 0.1 0.0 -0.7 0.098
H 7.378420 -0.793559 -2.199894 -0.5 -0.3 -0.4 0.104
H 6.734263 0.949387 -0.935769 -0.2 0.1 0.1 0.109
H 5.269981 2.729663 -1.637826 -0.1 0.1 -0.1 0.120
H 5.596677 2.223819 -3.323204 -0.3 0.0 0.1 0.105
H 6.944281 4.056900 -2.935468 0.3 0.1 -0.1 0.124
H 8.072346 2.697096 -2.914091 0.1 -0.1 0.2 0.110
H 9.230316 4.759789 -1.442582 0.2 0.0 -0.1 0.088
H 9.544919 2.996003 -1.109605 0.3 0.2 -0.3 0.085
H 9.144187 4.060779 0.194000 -0.4 0.2 0.1 0.086